C28H34ClN2O2PSTi as an isolated structure in a non-equilibrium geometry. Source: the Open Molecules 2025 dataset; level of theory: wB97M-V/def2-TZVPD.

Values from the calculation:
LUMO energy = -13.5 eV
maximum force = 0.0785 Eh/bohr
orbital gap = 6.14 eV
HOMO = -0.722 Ha
charge = +4

CARTESIAN COORDINATES (ANGSTROEM)
Ti1 -0.039 -0.351 0.283
Cl1 -0.152 -2.456 -1.039
S1 -1.589 -1.880 2.681
P1 -1.584 0.445 -1.565
O1 -0.425 -1.090 1.896
O2 1.665 -0.058 -0.061
N1 3.478 1.289 -0.183
N2 3.817 -0.932 0.036
C1 -2.167 -1.003 -2.440
C2 -1.924 3.140 -2.013
C3 -3.669 -2.104 -3.990
C4 -1.490 -1.141 4.314
C5 3.061 0.093 -0.036
C6 -0.862 1.829 -3.804
C7 -0.106 -3.172 4.629
C8 -3.937 1.072 1.830
C9 -1.487 1.679 0.745
C10 4.923 1.652 -0.037
C11 -3.559 0.514 0.594
C12 -3.136 2.038 2.454
C13 5.304 -0.825 0.256
C14 -2.360 0.857 0.030
C15 -1.499 1.921 -2.594
C16 -1.614 -2.231 -2.160
C17 -0.144 -1.657 4.948
C18 2.547 2.387 -0.472
C19 3.378 -2.371 -0.145
C20 5.677 0.642 0.818
C21 -1.845 2.235 1.960
C22 -0.647 2.998 -4.496
C23 -3.219 -0.939 -3.369
C24 -1.958 -3.415 -2.788
C25 -1.077 4.215 -3.941
C26 -0.712 -3.358 3.226
C27 -2.961 -3.302 -3.722
C28 -1.721 4.296 -2.738
H1 -0.151 -3.668 2.344
H2 -1.538 -4.405 -2.689
H3 -4.238 -0.212 0.154
H4 -2.444 3.254 -1.040
H5 -2.151 5.201 -2.368
H6 6.757 0.846 0.699
H7 4.157 -3.061 -0.108
H8 -3.387 2.566 3.389
H9 -0.619 2.195 0.325
H10 5.371 0.810 1.890
H11 1.644 2.102 -0.971
H12 2.831 -2.395 -1.105
H13 2.714 -2.580 0.719
H14 -3.792 -0.058 -3.538
H15 3.157 3.163 -0.990
H16 -1.686 -0.075 4.256
H17 5.830 -0.986 -0.649
H18 -0.147 2.945 -5.447
H19 -1.578 -4.144 3.226
H20 5.568 -1.595 0.950
H21 4.996 2.623 0.347
H22 0.905 -3.618 4.678
H23 -3.109 -4.164 -4.310
H24 5.338 1.750 -1.017
H25 -0.255 -1.461 5.978
H26 -2.319 -1.667 4.785
H27 -0.903 5.164 -4.494
H28 -4.933 0.651 2.171
H29 -0.578 0.857 -4.200
H30 0.658 -1.149 4.510
H31 2.178 2.954 0.380
H32 -0.669 -3.746 5.303
H33 -1.094 2.855 2.361
H34 -4.482 -1.966 -4.644

Here is what Löwdin gives for the atomic charges, in e:
1. Ti 0.9040
2. Cl 0.7853
3. S 1.1354
4. P 1.1141
5. O -0.6082
6. O -0.1802
7. N -0.0161
8. N -0.0181
9. C -0.3656
10. C -0.0579
11. C 0.0391
12. C -0.2558
13. C -0.3487
14. C -0.0830
15. C -0.1539
16. C 0.0162
17. C -0.2351
18. C -0.0884
19. C -0.0337
20. C 0.0215
21. C -0.0313
22. C -0.4136
23. C -0.3503
24. C -0.4780
25. C -0.1399
26. C 0.0213
27. C 0.0517
28. C -0.0692
29. C -0.0145
30. C -0.0089
31. C -0.0228
32. C -0.0589
33. C -0.0006
34. C -0.2807
35. C 0.0198
36. C -0.0360
37. H 0.0946
38. H 0.1390
39. H 0.1391
40. H 0.1273
41. H 0.1292
42. H 0.1449
43. H 0.0876
44. H 0.1522
45. H 0.1198
46. H 0.1432
47. H 0.0658
48. H 0.0949
49. H 0.1021
50. H 0.1266
51. H 0.1346
52. H 0.0994
53. H 0.1302
54. H 0.1307
55. H 0.1560
56. H 0.1270
57. H 0.1231
58. H 0.1475
59. H 0.1285
60. H 0.1417
61. H 0.1241
62. H 0.1222
63. H 0.1527
64. H 0.1660
65. H 0.1269
66. H 0.0959
67. H 0.1055
68. H 0.1122
69. H 0.1254
70. H 0.1254

=====

A 2-piece molecular cluster, C5H13NO overall in a non-equilibrium geometry. Source: the Open Molecules 2025 dataset; level of theory: wB97M-V/def2-TZVPD.

Values from the calculation:
structure (SMILES) = CC/C(C)=C/N.O
LUMO energy = 0.7 eV
ΔE to the lowest compared entry with this formula, charge and spin = 1.771 eV
maximum force = 0.0427 Eh/bohr
orbital gap = 8.53 eV
HOMO = -0.289 Ha

CARTESIAN COORDINATES (ANGSTROEM)
O1 0.416 0.655 -3.142
N1 2.629 0.288 0.098
C1 0.117 -1.344 -0.424
C2 1.399 0.482 0.787
C3 0.218 -0.063 0.395
C4 -2.141 -0.494 1.353
C5 -1.005 0.506 1.037
H1 -0.710 -2.031 -0.248
H2 -1.456 1.366 0.523
H3 -0.092 1.449 -3.370
H4 1.082 -1.843 -0.462
H5 -2.801 -0.155 2.161
H6 1.327 1.221 1.587
H7 -0.702 0.833 2.047
H8 0.944 0.872 -2.373
H9 2.344 0.297 -0.870
H10 3.295 1.039 0.240
H11 -0.170 -0.967 -1.413
H12 -1.899 -1.531 1.593
H13 -2.794 -0.583 0.482

Here is what Löwdin gives for the atomic charges, in e:
1. O -0.0524
2. N 0.0356
3. C -0.0514
4. C -0.1752
5. C -0.3146
6. C -0.1223
7. C -0.2313
8. H 0.0677
9. H 0.1104
10. H 0.0514
11. H 0.0774
12. H 0.0668
13. H 0.1064
14. H 0.1017
15. H 0.0058
16. H 0.0539
17. H 0.0771
18. H 0.0607
19. H 0.0663
20. H 0.0659

=====

One molecule with the formula CH4ClN3 in a non-equilibrium geometry. Source: the Open Molecules 2025 dataset; level of theory: wB97M-V/def2-TZVPD.

Values from the calculation:
structure (SMILES) = ClN1CNN1
LUMO energy = -0.1 eV
ΔE to the lowest compared entry with this formula, charge and spin = 3.779 eV
maximum force = 0.1275 Eh/bohr
orbital gap = 9.43 eV
HOMO = -0.350 Ha

CARTESIAN COORDINATES (ANGSTROEM)
Cl1 -2.666 -0.028 -0.284
N1 -1.117 -0.137 0.904
N2 -0.451 -1.228 0.480
N3 0.267 -0.577 -0.628
C1 -0.141 0.825 0.339
H1 -0.468 -0.395 -1.322
H2 -1.011 -2.006 0.175
H3 0.762 0.941 0.890
H4 -0.510 1.607 -0.193

Here is what Löwdin gives for the atomic charges, in e:
1. Cl 0.3659
2. N -0.3587
3. N -0.1576
4. N -0.0041
5. C -0.0859
6. H 0.0090
7. H 0.0949
8. H 0.0912
9. H 0.0453